(1)
60
Properties=species:S:1:pos:R:3:forces:R:3:mulliken_charge:R:1 method="wB97M-V/def2-TZVPD" total_charge=-2 de_lowest_kcal_mol=14.1 homo_energy_ha=-0.007
Ti 0.236 0.210 0.543 -1.880 -1.077 0.977 -0.422
C 1.418 -6.388 -1.381 -0.064 0.068 0.040 -1.036
C 0.269 -5.929 -0.484 0.021 0.053 -0.039 -0.744
N 0.579 -4.748 0.292 0.154 0.025 -0.019 -0.151
C 0.644 -3.480 -0.304 -0.263 0.065 -0.118 0.133
S -0.335 -3.140 -1.638 0.135 -0.012 -0.046 -0.474
N 1.569 -2.756 0.307 0.266 -0.162 0.379 -1.469
N 1.669 -1.421 0.231 0.567 -0.157 -0.502 1.364
C 2.869 -0.934 0.305 0.187 -0.307 -0.165 0.820
C 4.087 -1.811 0.264 0.043 0.062 0.179 -1.971
C 3.058 0.522 0.361 -0.048 0.299 -0.149 0.723
C 4.320 1.107 0.364 0.154 -0.182 -0.002 -1.056
C 4.446 2.486 0.324 -0.117 0.026 0.011 -0.429
C 3.311 3.272 0.274 0.151 -0.126 0.006 -1.084
C 2.084 2.633 0.306 -0.195 0.221 0.005 -0.099
N 1.967 1.316 0.360 1.037 0.070 -0.107 1.016
H 1.138 -7.288 -1.938 0.042 -0.010 -0.008 0.392
H 2.313 -6.604 -0.792 0.005 -0.031 -0.018 0.279
H 1.650 -5.594 -2.092 0.021 -0.014 -0.008 0.240
H -0.014 -6.727 0.210 -0.028 0.004 -0.004 0.396
H -0.590 -5.680 -1.105 -0.054 -0.061 0.048 0.348
H 1.355 -4.856 0.931 -0.051 -0.011 0.064 0.287
H 3.773 -2.845 0.357 0.010 -0.008 -0.014 0.436
H 4.777 -1.571 1.077 0.008 0.002 -0.012 0.394
H 4.619 -1.686 -0.684 0.004 0.022 0.005 0.312
H 5.198 0.479 0.397 0.016 0.029 -0.040 0.381
H 5.428 2.944 0.334 0.017 -0.033 -0.010 0.382
H 3.370 4.350 0.236 -0.076 0.007 0.036 0.375
H 1.153 3.186 0.290 -0.031 -0.052 0.093 0.526
O -1.006 2.677 4.056 -0.077 0.016 -0.137 -0.773
Cl 0.158 2.510 3.022 0.132 0.815 0.782 0.722
O 1.487 3.154 3.567 0.008 0.015 -0.183 -0.782
O -0.973 1.687 0.362 -0.120 0.313 -0.072 -0.204
O 0.365 -0.174 2.127 0.127 -0.218 -0.265 -0.191
N -2.233 1.647 -0.260 0.048 -0.042 -0.054 -0.473
C -2.171 2.147 -1.632 0.057 -0.023 -0.069 -0.896
C -1.641 1.107 -2.617 0.045 0.051 0.059 -0.366
C -0.132 0.917 -2.436 -0.014 -0.085 -0.106 0.357
O 0.634 1.561 -3.157 0.042 0.025 0.049 -0.782
O 0.195 0.091 -1.521 0.180 0.153 -0.548 -0.169
H -2.048 -0.202 -0.002 -0.438 -0.126 -0.109 -0.002
H -2.789 2.300 0.286 -0.039 -0.065 0.035 0.150
H -1.547 3.049 -1.690 -0.031 0.023 0.039 0.344
H -3.197 2.421 -1.904 -0.015 -0.019 0.030 0.442
H -1.821 1.455 -3.636 -0.018 0.005 0.002 0.445
H -2.147 0.153 -2.454 -0.039 0.018 -0.009 0.104
C -2.820 -0.292 2.422 0.170 0.068 -0.132 -1.569
C -2.494 -1.441 1.469 -0.105 -0.090 0.377 1.823
C -3.762 -1.990 0.820 0.085 -0.024 -0.115 -1.881
C -1.742 -2.537 2.207 0.174 0.048 -0.239 -1.535
O -1.629 -0.996 0.404 -0.003 0.512 -0.130 0.255
H -3.386 -0.663 3.280 -0.027 -0.013 -0.022 0.500
H -3.410 0.476 1.917 -0.031 -0.014 0.014 0.237
H -1.899 0.169 2.778 -0.046 0.009 0.085 0.252
H -4.412 -2.436 1.577 -0.019 0.024 -0.003 0.430
H -3.493 -2.748 0.082 -0.004 -0.018 0.019 0.297
H -4.308 -1.189 0.314 -0.016 -0.002 0.015 0.377
H -2.321 -2.875 3.069 -0.014 -0.007 -0.008 0.515
H -0.787 -2.128 2.539 -0.020 -0.043 0.096 0.263
H -1.544 -3.380 1.541 -0.024 -0.014 0.015 0.242

***

(2)
49
Properties=species:S:1:pos:R:3:forces:R:3:mulliken_charge:R:1 method="wB97M-V/def2-TZVPD" total_charge=0 multiplicity=5 de_lowest_kcal_mol=56.6 s_squared=6.066 homo_energy_ha="-0.197 / -0.306"
C -1.111 -0.992 -3.209 -0.057 0.311 -0.070 -0.488
C 1.755 -0.103 -4.116 -0.076 0.277 0.158 -0.227
C -1.508 0.265 -3.440 0.094 -0.279 0.088 -0.359
H -1.582 -1.501 -2.366 0.011 0.123 -0.095 0.539
C 1.470 1.170 -3.817 0.088 -0.315 -0.002 -0.508
H 2.714 -0.481 -3.761 -0.099 0.077 -0.047 0.356
H -2.247 0.674 -2.751 0.138 -0.103 -0.056 0.415
H 2.233 1.720 -3.266 -0.064 -0.085 -0.083 0.382
C -1.042 1.223 -4.510 0.131 0.028 -0.057 -0.924
H -1.830 1.967 -4.677 0.113 -0.116 0.029 0.379
H -0.901 0.716 -5.466 -0.055 0.106 0.130 0.348
C -0.100 -1.841 -3.934 0.105 0.022 -0.158 -0.299
H -0.631 -2.604 -4.525 0.087 0.125 0.107 0.382
H 0.464 -2.403 -3.176 -0.063 0.053 -0.101 0.035
C 0.909 -1.115 -4.851 -0.134 -0.073 0.034 -0.992
H 0.387 -0.662 -5.696 0.113 -0.086 0.108 0.357
H 1.572 -1.876 -5.278 -0.089 0.120 0.057 0.425
C 0.242 1.988 -4.121 -0.169 -0.026 -0.072 -0.479
H 0.480 2.709 -4.919 -0.024 -0.125 0.142 0.342
H 0.025 2.600 -3.234 0.023 -0.074 -0.112 0.276
Cr -0.003 0.080 0.123 1.270 7.477 -8.332 1.426
H -1.363 0.220 -0.440 -2.171 0.387 -0.825 0.043
C -0.045 -3.456 -0.181 0.034 -0.277 -0.550 -0.888
C -0.023 -2.643 1.036 -0.178 -2.246 3.666 0.438
C -0.032 -3.265 2.330 -0.057 1.178 -1.603 -0.208
C -0.024 -2.532 3.531 0.002 -1.336 -0.061 -1.199
C 0.001 -1.159 3.516 -0.131 1.210 -1.906 -0.038
C 0.016 -0.548 2.273 -0.208 2.154 -2.643 -0.106
N -0.001 -1.289 0.931 0.828 -7.314 8.429 -0.578
N 0.027 0.966 1.634 0.479 -0.307 8.662 -0.950
Si 0.028 1.944 3.339 -0.032 -0.848 0.919 0.532
C -1.429 1.640 4.607 -0.381 -0.236 0.085 -1.074
C 1.455 1.593 4.635 0.355 -0.262 0.097 -1.085
C 0.065 3.825 3.459 0.022 0.430 -0.259 -1.115
H -0.958 -3.183 -0.741 0.472 -0.282 -0.188 0.216
H 0.869 -3.207 -0.753 -0.480 -0.305 -0.204 0.186
H -0.059 -4.535 0.076 0.021 0.716 -0.314 0.323
H -0.053 -4.339 2.438 0.024 -0.134 -0.486 0.288
H -0.041 -3.023 4.500 0.020 -0.141 -0.279 0.395
H -0.004 -0.654 4.455 0.025 0.534 0.008 0.458
H -1.561 0.616 5.009 0.019 0.390 -0.577 0.354
H -1.220 2.229 5.538 0.156 -0.154 -0.968 0.304
H -2.416 1.987 4.253 0.330 -0.208 0.012 0.355
H 2.461 1.894 4.294 -0.319 -0.160 0.010 0.354
H 1.255 2.197 5.558 -0.138 -0.127 -0.979 0.307
H 1.545 0.571 5.055 -0.018 0.373 -0.603 0.357
H 0.999 4.248 3.050 -0.574 0.052 -0.093 0.326
H -0.844 4.285 3.034 0.563 0.036 -0.089 0.329
H 0.061 4.092 4.551 -0.006 -0.564 -0.930 0.293

***

(3)
64
Properties=species:S:1:pos:R:3:forces:R:3:mulliken_charge:R:1 method="wB97M-V/def2-TZVPD" total_charge=0 homo_energy_ha=-0.170
C -2.564 -4.172 -0.660 0.226 0.169 0.383 -0.865
C -1.689 -4.632 0.501 0.084 0.046 -0.198 -0.265
O -0.345 -4.172 0.306 -0.056 -0.010 -0.267 -0.258
C 0.707 -4.984 0.764 -0.128 0.454 0.056 -0.709
C 1.755 -4.019 1.251 -0.045 0.025 0.072 -0.329
O 1.368 -3.582 2.547 0.218 -0.510 -0.011 -0.337
C 2.283 -2.749 3.203 -0.167 0.445 -0.227 -0.659
C 1.553 -1.462 3.505 -0.040 -0.209 0.398 -0.652
O 1.690 -0.593 2.385 0.272 0.290 0.084 -0.285
C 0.842 0.512 2.476 0.129 -0.368 -0.104 -0.578
C 1.312 1.544 1.498 -0.202 -0.163 0.009 1.043
C 2.626 1.560 1.051 0.091 0.337 -0.265 -0.724
C 2.990 2.542 0.155 0.036 -0.208 0.217 -0.347
C 1.994 3.435 -0.226 -0.100 0.253 -0.248 -0.182
S 2.389 4.751 -1.391 0.118 0.766 0.092 1.263
O 3.707 5.206 -1.078 0.028 -0.303 -0.037 -0.633
O 1.296 5.655 -1.495 -0.129 -0.340 0.030 -0.603
C 2.521 3.731 -2.951 -0.080 0.001 -0.069 0.634
F 1.559 2.788 -2.886 -0.020 0.093 0.018 -0.314
F 3.719 3.131 -2.917 -0.066 -0.092 0.023 -0.263
C 2.385 4.533 -4.276 0.069 -0.180 -0.066 0.610
F 3.547 5.167 -4.489 -0.062 0.056 0.078 -0.277
F 1.392 5.424 -4.196 0.045 -0.022 0.003 -0.237
C 2.096 3.609 -5.500 0.006 0.149 -0.097 0.672
F 2.367 4.287 -6.609 -0.029 -0.025 -0.017 -0.235
F 2.863 2.520 -5.459 -0.022 0.002 0.019 -0.243
F 0.817 3.249 -5.516 0.075 -0.051 0.047 -0.233
N 0.761 3.435 0.201 0.056 -0.557 0.181 -0.953
N 0.446 2.473 1.070 0.199 0.409 -0.052 0.947
C -0.960 2.471 1.472 -0.309 0.181 0.087 -1.841
C -1.860 1.528 0.598 -0.370 -0.203 -0.415 1.197
N -1.027 0.556 -0.135 -0.041 -0.049 0.073 -0.403
N -2.560 2.376 -0.348 0.115 0.102 0.161 -0.733
N -2.860 0.974 1.491 0.214 -0.033 -0.045 -0.656
H -1.963 -3.587 -1.356 0.102 -0.101 -0.106 0.319
H -3.376 -3.553 -0.280 -0.423 -0.120 -0.156 0.099
H -3.012 -5.019 -1.169 -0.065 0.057 -0.154 0.314
H -2.044 -4.199 1.438 -0.073 -0.155 0.140 0.240
H -1.699 -5.721 0.587 0.053 -0.042 0.080 0.355
H 1.118 -5.588 -0.054 -0.079 -0.147 0.024 0.316
H 0.392 -5.621 1.594 0.030 -0.142 -0.049 0.397
H 2.758 -4.456 1.267 0.025 -0.070 0.063 0.429
H 1.721 -3.167 0.565 0.298 0.034 -0.057 0.179
H 3.146 -2.517 2.571 0.048 -0.033 -0.002 0.327
H 2.662 -3.203 4.122 -0.148 -0.138 0.054 0.410
H 0.497 -1.712 3.645 -0.040 -0.008 0.041 0.348
H 1.910 -0.992 4.429 0.159 0.238 -0.137 0.414
H -0.177 0.199 2.242 -0.119 0.162 0.176 0.168
H 0.874 0.945 3.486 -0.168 0.090 0.022 0.406
H 3.319 0.819 1.413 -0.044 -0.109 0.030 0.578
H 3.993 2.645 -0.232 0.047 -0.016 0.001 0.527
H -1.048 2.276 2.537 0.129 -0.300 0.005 0.467
H -1.331 3.476 1.311 0.081 0.074 -0.036 0.480
H -0.981 -0.340 0.342 0.053 0.005 0.046 0.059
H -1.490 0.351 -1.013 0.053 -0.004 -0.029 0.317
H -2.006 2.547 -1.177 -0.047 0.023 -0.026 0.233
H -3.458 1.986 -0.605 0.023 -0.032 -0.089 0.297
H -2.460 0.225 2.047 -0.043 0.051 0.118 0.308
H -3.597 0.533 0.949 -0.098 -0.009 0.026 0.292
C -6.160 -2.692 -0.596 -0.287 -0.148 -0.073 -0.474
O -5.442 -3.570 0.123 0.169 0.172 0.115 -0.754
H -7.226 -2.585 -0.262 0.064 0.039 0.034 0.233
H -5.781 -1.634 -0.581 0.103 0.159 0.017 -0.011
H -6.260 -2.939 -1.685 0.079 0.015 0.009 0.175

***

(4)
52
Properties=species:S:1:pos:R:3:forces:R:3:mulliken_charge:R:1 method="wB97M-V/def2-TZVPD" total_charge=+2 multiplicity=6 s_squared=8.781 homo_energy_ha="-0.495 / -0.541"
Fe 0.533 -0.787 0.630 0.113 0.799 0.653 0.015
P 1.181 0.490 -1.233 1.946 -1.024 -2.362 1.314
C 1.039 -0.858 -2.516 0.220 1.652 -0.801 -1.534
C 0.350 -2.033 -2.034 -0.293 -2.779 0.807 0.510
N -0.005 -2.090 -0.722 -0.907 -0.331 -1.339 -0.174
C -0.770 -3.101 -0.266 0.410 -1.131 -0.266 0.923
C -0.853 -4.296 -0.974 -0.172 -0.038 -0.360 -0.678
C -0.318 -4.372 -2.271 -0.159 0.480 0.129 -0.543
C 0.180 -3.176 -2.822 0.800 -0.573 -0.482 -0.721
C -1.448 -2.913 1.062 0.116 0.191 0.653 -1.357
P -1.724 -1.082 1.402 -1.744 -1.999 0.331 0.959
H 0.649 -3.181 -3.829 -0.713 0.066 0.676 0.488
H -1.330 -5.155 -0.500 0.038 0.248 -0.241 0.485
H -0.327 -5.327 -2.844 0.013 0.976 0.508 0.433
H -2.450 -3.383 1.057 0.696 -0.040 0.131 0.552
H -0.837 -3.325 1.891 -0.373 0.001 -0.350 0.362
H 0.512 -0.406 -3.357 -0.345 -0.140 -0.170 0.558
H 2.035 -1.070 -2.940 -0.445 -0.194 0.344 0.553
H -2.285 0.697 -3.944 -0.500 0.001 -1.321 0.291
O -2.489 0.552 -4.907 0.539 -1.149 1.645 -0.609
H -2.540 -0.434 -4.951 -0.089 1.145 -0.221 0.328
H -2.385 2.321 -1.282 0.872 0.627 0.214 0.266
O -3.103 1.714 -1.369 -0.374 -0.428 -0.163 -0.486
H -3.805 2.296 -1.677 -0.405 -0.167 -0.111 0.279
C -3.373 -0.903 0.621 0.431 0.509 0.025 -1.224
H -3.864 -1.869 0.603 0.038 -0.176 -0.331 0.425
H -3.990 -0.283 1.256 -0.062 0.452 0.110 0.450
H -3.270 -0.417 -0.347 -0.294 -0.216 -0.087 0.215
C -2.121 -1.037 3.170 -0.121 -0.035 0.579 -1.292
H -2.434 -0.004 3.422 0.178 -0.540 -0.025 0.426
H -2.960 -1.725 3.416 0.533 0.415 -0.209 0.405
H -1.241 -1.310 3.781 -0.408 0.177 -0.218 0.377
C 3.028 0.342 -1.270 -0.102 0.577 0.285 -1.573
H 3.312 0.225 -2.337 0.114 0.208 0.870 0.512
H 3.461 1.257 -0.851 0.293 -0.420 -0.092 0.424
H 3.315 -0.550 -0.678 0.116 0.492 -0.378 0.343
C 0.888 2.004 -2.161 -0.060 0.653 -0.003 -1.166
H 1.247 2.850 -1.567 -0.098 -0.017 -0.028 0.410
H 1.476 1.989 -3.084 -0.116 -0.077 0.064 0.466
H -0.166 2.175 -2.404 0.169 -0.150 0.048 0.295
Te -0.312 1.493 1.307 0.509 1.914 1.646 0.312
C 1.241 2.438 2.418 0.669 0.512 -0.392 0.398
C 2.541 2.454 1.867 0.349 0.258 1.048 0.020
C 3.604 3.041 2.596 -0.839 -0.147 -0.219 -0.436
C 3.360 3.644 3.841 -0.153 -0.278 -0.541 -0.518
C 2.056 3.654 4.344 0.091 0.033 0.025 -0.564
C 0.997 3.070 3.636 -0.029 0.005 0.278 -0.541
H 2.733 2.008 0.899 0.066 0.004 0.120 0.089
H 4.612 3.036 2.188 -0.221 -0.006 0.004 0.398
H 4.190 4.111 4.388 -0.508 -0.266 -0.205 0.395
H 1.881 4.135 5.307 -0.141 -0.158 -0.286 0.377
H -0.018 3.091 4.037 0.354 0.086 0.006 0.362

***

Molar mass readings, ordered: 529.826, 340.507, 563.493, 523.809 g/mol